--- A ---
This record from OMol25 describes a 2-piece molecular cluster, C6H12N2 overall. The level of theory is wB97M-V/def2-TZVPD.

The value obtained for the HOMO energy is -0.3135 Ha. The structure (SMILES) is Cc1c[nH]cn1.CC.

Last column: Löwdin charge in e.
Positions of all 20 atoms, in Å:
C (-1.82, 0.06, -1.02)  -0.045
C (-1.19, 1.15, -0.19)  -0.349
C (-0.69, 2.40, -0.47)  -0.094
N (-0.10, 2.87, 0.65)  0.031
C (-0.32, 1.94, 1.64)  -0.180
N (-0.89, 0.86, 1.13)  0.078
H (-1.10, -0.18, -1.84)  0.085
H (-2.75, 0.34, -1.49)  0.062
H (-1.89, -0.76, -0.33)  0.055
H (-0.73, 3.12, -1.27)  0.114
H (0.10, 3.86, 0.68)  0.143
H (-0.01, 1.93, 2.68)  0.108
C (2.02, -1.73, -0.16)  -0.171
C (0.84, -2.66, 0.05)  -0.177
H (2.26, -1.23, 0.79)  0.061
H (2.87, -2.32, -0.49)  0.058
H (1.87, -0.87, -0.81)  0.054
H (-0.13, -2.21, 0.30)  0.042
H (1.05, -3.27, 0.95)  0.075
H (0.60, -3.30, -0.78)  0.052

=====

--- B ---
This record from OMol25 describes one molecule with the formula C6H12N2. The level of theory is wB97M-V/def2-TZVPD.

The value obtained for the HOMO energy is -0.2860 Ha. The structure (SMILES) is C1C[C@H]2CNC[C@@H]1N2.

Last column: Löwdin charge in e.
Positions of all 20 atoms, in Å:
C (0.69, -0.41, -1.75)  -0.126
C (1.79, 0.48, -0.77)  -0.095
C (0.85, 0.77, 0.43)  -0.236
C (-0.25, 1.01, 1.61)  -0.161
N (-1.46, 0.17, 1.31)  -0.081
C (-1.59, -0.98, 0.30)  -0.145
C (-0.32, -0.75, -0.71)  -0.322
N (0.53, -0.72, 0.46)  -0.139
H (0.20, 0.09, -2.50)  0.053
H (1.23, -1.31, -2.35)  0.137
H (2.54, -0.22, -0.22)  0.126
H (1.94, 1.50, -1.20)  0.098
H (0.02, 1.42, -0.06)  0.129
H (-0.06, 0.63, 2.62)  0.101
H (-0.47, 2.03, 1.56)  0.073
H (-2.49, 0.59, 1.26)  0.155
H (-2.48, -1.14, -0.31)  0.084
H (-1.40, -2.04, 0.68)  0.108
H (-0.59, 0.30, -0.73)  0.080
H (1.36, -1.42, 0.36)  0.160

=====

--- C ---
This record from OMol25 describes one molecule with the formula C6H12N2. The level of theory is wB97M-V/def2-TZVPD.

The value obtained for the HOMO energy is -0.3295 Ha. The structure (SMILES) is CN[C@H]1[C@H]2CCN[C@H]21.

Last column: Löwdin charge in e.
Positions of all 20 atoms, in Å:
C (-2.47, 0.63, -0.26)  -0.091
N (-1.49, -0.45, -0.78)  -0.071
C (-0.80, -0.93, 0.32)  -0.333
C (0.72, -1.12, 0.25)  -0.186
C (1.71, -0.57, -0.79)  -0.128
C (1.75, 0.91, -0.31)  -0.204
N (0.66, 1.24, 0.66)  -0.017
C (0.12, -0.03, 1.19)  -0.242
H (-1.87, 1.04, 0.75)  0.112
H (-2.63, 1.52, -1.03)  0.101
H (-3.42, 0.05, -0.03)  0.081
H (-0.78, -0.07, -1.34)  0.061
H (-1.31, -1.66, 0.94)  0.136
H (1.07, -2.07, 0.78)  0.138
H (1.25, -0.41, -1.80)  0.101
H (2.53, -1.12, -1.10)  0.077
H (2.77, 0.99, 0.11)  0.101
H (1.74, 1.57, -1.20)  0.107
H (-0.12, 1.67, 0.10)  0.088
H (0.36, -0.40, 2.31)  0.169

=====

Among the structures above, stability is greatest for A.